{
  "formula": "C5H9O4S2",
  "method": "ωB97M-V/def2-TZVPD",
  "total_charge": -1,
  "gap_ev": 8.4,
  "species": ["C", "S", "S", "O", "O", "C", "C", "C", "C", "O", "O", "H", "H", "H", "H", "H", "H", "H", "H", "H"],
  "coordinates": [[2.314, 0.081, 2.425], [0.482, 0.106, 2.226], [0.492, 0.818, 0.243], [1.763, 0.515, -0.459], [0.290, 2.260, 0.146], [-0.841, 0.039, -0.705], [-0.302, -1.458, -0.762], [-1.034, 0.478, -2.116], [-2.002, 0.231, 0.206], [-3.127, 0.032, -0.274], [-1.646, 0.545, 1.380], [2.538, -0.968, 2.173], [2.475, 0.397, 3.427], [2.794, 0.798, 1.739], [0.761, -1.576, -0.676], [-0.888, -2.100, 0.071], [-0.666, -1.903, -1.746], [-0.247, 0.240, -2.682], [-1.238, 1.508, -1.987], [-1.920, -0.044, -2.629]]
}

***

{
  "formula": "C4H4NO4S3",
  "method": "ωB97M-V/def2-TZVPD",
  "total_charge": -1,
  "gap_ev": 7.6,
  "species": ["C", "C", "C", "C", "N", "O", "O", "O", "O", "S", "S", "S", "H", "H", "H", "H"],
  "coordinates": [[-1.140, -0.890, -0.833], [-0.794, -1.192, -2.120], [-0.142, -0.402, -0.001], [1.303, -0.353, -0.902], [1.074, 1.266, 2.025], [2.194, 1.881, -0.429], [3.277, 0.116, 0.840], [-1.237, 1.207, 1.723], [-0.230, -0.866, 2.612], [0.910, -0.999, -2.390], [2.980, 0.605, -0.522], [-0.173, 0.244, 1.712], [-2.168, -0.943, -0.362], [-1.275, -1.363, -2.996], [2.117, 1.055, 1.751], [0.901, 2.149, 1.571]]
}

***

{
  "formula": "C20H24ClNO5P2Zr",
  "method": "ωB97M-V/def2-TZVPD",
  "total_charge": 2,
  "gap_ev": [5.8, 5.8],
  "species": ["C", "C", "C", "C", "C", "C", "C", "C", "C", "C", "C", "C", "C", "H", "H", "H", "H", "H", "H", "H", "N", "Zr", "C", "H", "H", "C", "H", "H", "P", "P", "C", "H", "H", "H", "C", "H", "H", "H", "C", "H", "H", "H", "C", "H", "H", "H", "C", "O", "H", "O", "Cl", "O", "O", "O"],
  "coordinates": [[-1.493, 3.255, -2.003], [-1.311, 1.970, -1.494], [0.007, 1.447, -1.425], [1.123, 2.237, -1.815], [0.897, 3.576, -2.225], [-0.397, 4.059, -2.343], [2.396, 1.635, -1.739], [2.470, 0.232, -1.897], [1.332, -0.530, -1.513], [1.373, -1.950, -1.519], [2.575, -2.576, -1.844], [3.711, -1.831, -2.184], [3.661, -0.450, -2.247], [-2.509, 3.647, -2.084], [1.759, 4.194, -2.487], [-0.578, 5.076, -2.694], [3.280, 2.240, -1.940], [2.625, -3.666, -1.804], [4.639, -2.355, -2.411], [4.528, 0.144, -2.549], [0.277, 0.169, -0.901], [0.111, 0.008, 1.259], [-2.494, 1.185, -0.970], [-2.584, 0.205, -1.462], [-3.426, 1.748, -1.112], [0.178, -2.768, -1.057], [-0.747, -2.449, -1.561], [0.350, -3.837, -1.242], [-2.323, 0.876, 0.840], [-0.073, -2.553, 0.750], [1.293, -3.524, 1.458], [1.277, -3.403, 2.550], [1.178, -4.587, 1.202], [2.261, -3.163, 1.088], [-1.548, -3.511, 1.176], [-1.410, -4.572, 0.922], [-1.719, -3.410, 2.257], [-2.423, -3.110, 0.647], [-2.517, 2.547, 1.536], [-3.530, 2.913, 1.320], [-2.360, 2.510, 2.623], [-1.784, 3.238, 1.102], [-3.854, 0.041, 1.305], [-3.843, -0.114, 2.393], [-4.714, 0.664, 1.025], [-3.915, -0.935, 0.805], [2.407, 1.122, 0.750], [2.477, 0.116, 1.442], [3.232, 1.695, 0.183], [-0.195, -0.785, 3.296], [0.031, 0.534, 4.071], [-1.158, 0.867, 4.771], [1.211, 0.426, 4.846], [0.247, 1.507, 2.909]]
}

***

{
  "formula": "C32H43BrN7O2RhS2",
  "method": "ωB97M-V/def2-TZVPD",
  "total_charge": 2,
  "gap_ev": 7.8,
  "species": ["Rh", "C", "C", "N", "C", "S", "N", "N", "C", "C", "C", "C", "C", "C", "C", "N", "H", "H", "H", "H", "H", "H", "H", "H", "H", "H", "H", "H", "H", "Br", "C", "C", "C", "C", "N", "C", "H", "H", "H", "H", "C", "N", "N", "C", "O", "C", "C", "C", "C", "C", "C", "C", "C", "C", "H", "H", "H", "H", "H", "H", "H", "H", "H", "H", "H", "H", "C", "C", "C", "S", "O", "C", "C", "C", "H", "H", "H", "H", "H", "H", "H", "H", "H", "H", "H", "H", "H", "H"],
  "coordinates": [[0.060, 0.224, 0.689], [-3.016, -1.775, -3.957], [-3.815, -1.336, -2.740], [-3.224, -0.186, -2.055], [-2.167, -0.269, -1.245], [-1.620, 1.238, -0.519], [-1.618, -1.448, -1.055], [-0.576, -1.426, -0.181], [0.066, -2.519, 0.047], [-0.309, -3.784, -0.645], [1.153, -2.411, 1.044], [1.907, -3.492, 1.472], [2.856, -3.311, 2.467], [3.020, -2.057, 3.025], [2.242, -1.017, 2.544], [1.351, -1.181, 1.573], [-3.520, -2.605, -4.453], [-2.023, -2.108, -3.659], [-2.918, -0.961, -4.676], [-3.897, -2.152, -2.022], [-4.823, -1.043, -3.027], [-3.635, 0.723, -2.186], [-0.142, -3.668, -1.718], [-1.373, -3.977, -0.510], [0.258, -4.639, -0.293], [1.754, -4.470, 1.042], [3.451, -4.148, 2.808], [3.735, -1.875, 3.814], [2.334, -0.020, 2.955], [4.717, 3.350, 1.798], [2.842, 3.296, 1.826], [2.092, 4.401, 2.198], [0.712, 4.290, 2.171], [0.133, 3.091, 1.798], [0.864, 2.021, 1.460], [2.198, 2.130, 1.455], [2.576, 5.323, 2.489], [0.082, 5.128, 2.435], [-0.940, 2.978, 1.757], [2.758, 1.271, 1.112], [2.403, 1.785, -5.189], [1.925, 1.885, -3.821], [1.878, 0.801, -2.980], [1.481, 1.213, -1.749], [1.401, 0.339, -0.812], [1.283, 2.603, -1.826], [1.584, 2.976, -3.122], [1.571, 4.328, -3.743], [2.052, -0.549, -3.417], [3.330, -1.058, -3.584], [3.483, -2.369, -4.008], [2.364, -3.155, -4.249], [1.088, -2.637, -4.066], [0.925, -1.325, -3.648], [2.114, 0.822, -5.602], [3.487, 1.892, -5.238], [1.931, 2.570, -5.772], [0.945, 3.257, -1.042], [1.306, 5.073, -2.997], [0.840, 4.381, -4.551], [2.548, 4.583, -4.153], [4.191, -0.433, -3.381], [4.474, -2.777, -4.150], [2.487, -4.176, -4.587], [0.219, -3.250, -4.265], [-0.060, -0.900, -3.497], [-0.340, 2.006, 5.581], [-1.700, 1.335, 5.725], [-1.882, 0.164, 4.765], [-2.011, 0.754, 3.055], [-1.203, -0.287, 2.241], [-3.752, 0.437, 2.649], [-4.024, -0.963, 2.113], [-3.796, -2.103, 3.096], [-0.245, 2.848, 6.264], [-0.183, 2.386, 4.568], [0.464, 1.302, 5.807], [-2.505, 2.062, 5.581], [-1.823, 0.951, 6.739], [-2.760, -0.436, 4.993], [-1.007, -0.489, 4.748], [-3.999, 1.188, 1.897], [-4.318, 0.666, 3.556], [-3.419, -1.115, 1.216], [-5.067, -0.958, 1.789], [-2.742, -2.202, 3.360], [-4.113, -3.047, 2.655], [-4.375, -1.967, 4.012]]
}

***

{
  "formula": "C32H73Cl14N3",
  "method": "ωB97M-V/def2-TZVPD",
  "gap_ev": 8.3,
  "species": ["Cl", "C", "C", "Cl", "H", "H", "H", "H", "Cl", "C", "C", "Cl", "H", "H", "H", "H", "Cl", "C", "C", "Cl", "H", "H", "H", "H", "Cl", "C", "C", "Cl", "H", "H", "H", "H", "Cl", "C", "C", "Cl", "H", "H", "H", "H", "Cl", "C", "C", "Cl", "H", "H", "H", "H", "Cl", "C", "C", "Cl", "H", "H", "H", "H", "C", "C", "N", "C", "C", "C", "C", "H", "H", "H", "H", "H", "H", "H", "H", "H", "H", "H", "H", "H", "H", "H", "C", "C", "N", "C", "C", "C", "C", "H", "H", "H", "H", "H", "H", "H", "H", "H", "H", "H", "H", "H", "H", "H", "C", "C", "N", "C", "C", "C", "C", "H", "H", "H", "H", "H", "H", "H", "H", "H", "H", "H", "H", "H", "H", "H"],
  "coordinates": [[2.439, 1.276, -0.419], [1.698, -0.355, -0.323], [1.530, -0.873, -1.697], [0.858, -2.487, -1.753], [0.837, -0.266, 0.442], [2.347, -0.941, 0.222], [2.422, -0.869, -2.135], [0.954, -0.310, -2.446], [2.826, 4.466, 3.531], [2.656, 3.881, 1.821], [1.617, 4.570, 0.965], [2.067, 6.243, 0.778], [2.590, 2.892, 1.750], [3.651, 4.011, 1.371], [0.554, 4.613, 1.457], [1.374, 4.063, -0.043], [-1.035, 3.104, -0.239], [-0.717, 1.401, 0.154], [-1.881, 0.632, -0.461], [-1.819, -1.155, -0.057], [-0.785, 1.300, 1.212], [0.322, 1.009, -0.237], [-1.994, 0.796, -1.536], [-2.892, 0.768, -0.092], [-4.668, -1.938, -1.041], [-3.420, -3.188, -0.768], [-2.248, -2.890, -1.666], [-2.683, -2.576, -3.352], [-3.818, -4.191, -0.634], [-3.286, -2.802, 0.386], [-1.486, -3.652, -1.738], [-1.874, -2.060, -1.168], [3.196, -0.412, -4.168], [4.846, 0.160, -4.508], [5.835, -0.940, -4.401], [5.644, -2.249, -5.725], [4.837, 0.984, -3.854], [4.933, 0.598, -5.527], [5.861, -1.297, -3.454], [6.915, -0.725, -4.625], [2.202, 2.723, -2.940], [3.143, 4.097, -3.225], [4.476, 3.867, -2.297], [5.847, 5.032, -2.645], [2.492, 4.801, -2.901], [3.287, 4.080, -4.257], [4.824, 2.832, -2.239], [4.295, 4.110, -1.291], [5.374, -3.783, 2.699], [4.509, -3.239, 1.239], [5.383, -3.503, 0.100], [4.600, -3.173, -1.540], [4.353, -2.270, 1.568], [3.733, -3.782, 1.347], [5.688, -4.390, -0.044], [6.164, -2.827, 0.048], [-4.844, 1.684, 2.545], [-3.708, 1.167, 3.324], [-2.387, 2.038, 3.105], [-2.538, 3.410, 3.456], [-3.458, 3.848, 4.538], [-1.344, 1.595, 4.002], [0.026, 1.839, 3.345], [-5.331, 2.843, 2.746], [-5.661, 0.899, 2.784], [-4.685, 1.544, 1.542], [-3.334, 0.210, 2.789], [-3.875, 0.864, 4.310], [-3.046, 3.719, 2.539], [-1.745, 3.976, 3.317], [-4.346, 3.291, 4.858], [-3.859, 4.894, 4.451], [-2.879, 3.687, 5.513], [-1.508, 0.410, 3.922], [-1.625, 1.922, 4.957], [0.181, 2.884, 3.164], [0.070, 1.127, 2.319], [0.733, 1.472, 3.997], [-2.060, 3.687, -3.769], [-2.838, 2.291, -3.739], [-2.158, 1.146, -3.140], [-2.963, 0.174, -2.676], [-4.053, -0.175, -3.373], [-1.082, 0.654, -4.056], [0.102, -0.085, -3.229], [-2.580, 4.547, -3.977], [-1.050, 3.678, -4.131], [-1.730, 3.819, -2.663], [-3.160, 2.133, -4.905], [-3.614, 2.641, -3.394], [-3.547, 0.686, -1.978], [-2.316, -0.477, -2.142], [-4.363, 0.544, -4.123], [-4.793, -0.585, -2.777], [-3.586, -1.063, -4.183], [-0.465, 1.528, -4.539], [-1.504, -0.186, -4.609], [0.654, 0.757, -2.575], [0.770, -0.468, -4.069], [-0.198, -0.829, -2.733], [-0.850, -1.687, 3.114], [-1.045, -2.888, 2.313], [-0.391, -4.110, 3.016], [-0.791, -5.366, 2.641], [-1.136, -5.466, 1.265], [1.090, -4.122, 2.925], [1.768, -4.780, 4.190], [0.150, -1.208, 3.030], [-1.298, -2.003, 3.900], [-1.418, -0.767, 2.772], [-0.372, -2.862, 1.409], [-2.056, -3.021, 2.012], [-1.677, -5.396, 2.983], [-0.312, -6.036, 3.277], [-1.688, -4.640, 0.587], [-1.590, -6.396, 1.145], [-0.286, -5.555, 0.750], [1.559, -3.199, 2.697], [1.578, -4.499, 2.017], [1.470, -4.385, 5.089], [2.952, -4.693, 4.068], [1.464, -5.829, 4.414]]
}

***

{
  "formula": "C5H13N3",
  "method": "ωB97M-V/def2-TZVPD",
  "gap_ev": 9.3,
  "species": ["C", "C", "C", "C", "C", "N", "N", "N", "H", "H", "H", "H", "H", "H", "H", "H", "H", "H", "H", "H", "H"],
  "coordinates": [[0.455, -0.275, -1.652], [-0.243, -0.850, -0.445], [-0.566, -2.314, -0.577], [-0.898, -0.111, 0.487], [-0.610, 1.274, 0.866], [-0.423, 2.202, -0.216], [0.837, 1.213, 1.766], [1.661, 0.126, 1.540], [0.865, 0.712, -1.450], [1.262, -0.940, -1.961], [-0.238, -0.200, -2.496], [0.348, -2.894, -0.723], [-1.091, -2.691, 0.301], [-1.207, -2.492, -1.446], [-1.447, -0.648, 1.249], [-1.336, 1.639, 1.605], [-0.975, 1.988, -1.037], [-0.572, 3.160, 0.076], [1.314, 2.024, 1.398], [1.347, -0.627, 2.156], [1.517, -0.296, 0.560]]
}

***

The records above give, respectively, energy above the lowest of the compared OMol25 structures with the same formula, charge and spin values of 17.3, 0.0, 26.3, 0.0, 33.8, 57.3 kcal per mole.
The records above give, respectively, F_max values of 4.40, 6.56, 4.97, 0.22, 14.68, 2.58 eV/A.
The records above give, respectively, energy values of -35191.690, -46397.250, -65215.946, -143117.906, -214124.782, -9863.882 eV.